[1]
Below is a 2-piece molecular cluster, C5H8NO5S overall at a distorted geometry, with properties calculated with ωB97M-V/def2-TZVPD.

HOMO-LUMO gap in eV: 8.55
Maximum force in hartree/bohr: 0.021
LUMO level in eV: -4.927

Geometry as ORCA input:
```
! RIJCOSX wB97M-V def2-TZVPD def2/J DEFGRID3
* xyz 1 1
O 4.524 -1.833 -0.849
C 3.806 -0.898 -0.762
C 2.381 -0.762 -1.208
C 1.876 0.294 -0.563
C 0.504 0.888 -0.570
S -0.754 -0.363 -0.387
O -1.402 -0.599 -1.644
O -0.259 -1.476 0.367
C 2.952 0.868 0.289
O 2.849 1.642 1.183
O 4.134 0.273 -0.090
H 1.876 -1.423 -1.899
H 0.289 1.481 -1.462
H 0.408 1.546 0.304
H -1.635 0.235 0.465
N -4.307 0.026 1.365
H -3.885 -0.351 2.219
H -5.327 -0.027 1.438
H -4.029 1.003 1.245
H -4.000 -0.526 0.558
*
```

---

[2]
Below is C5H8O as an isolated structure, with properties calculated with ωB97M-V/def2-TZVPD.

HOMO-LUMO gap (spin up / spin down) in eV: 8.46 / 8.46
Maximum force in hartree/bohr: 0.008
LUMO level (spin up / spin down) in eV: -0.271 / -0.270

Geometry as ORCA input:
```
! RIJCOSX wB97M-V def2-TZVPD def2/J DEFGRID3
* xyz 0 1
C -1.450 -0.616 0.079
C -0.123 0.045 0.466
C 1.243 -0.571 0.123
C 1.539 0.838 -0.413
O 0.146 1.174 -0.378
C -2.429 0.499 0.220
H -1.368 -1.131 -0.889
H -1.680 -1.345 0.871
H -0.186 0.353 1.518
H 1.205 -1.326 -0.667
H 1.849 -0.928 0.959
H 1.961 0.932 -1.418
H 2.113 1.458 0.288
H -2.843 0.700 -0.790
*
```

---

[3]
Below is a single C5H8O molecule, with properties calculated with ωB97M-V/def2-TZVPD.

HOMO-LUMO gap in eV: 10.52
Maximum force in hartree/bohr: 0.011
LUMO level in eV: 0.857
SMILES string: CC#C[C@@H](C)O

Geometry as ORCA input:
```
! RIJCOSX wB97M-V def2-TZVPD def2/J DEFGRID3
* xyz 0 1
C 2.819 -0.075 0.178
C 1.411 -0.120 -0.204
C 0.223 0.007 -0.364
C -1.201 0.381 -0.328
C -2.119 -0.816 -0.157
O -1.434 1.237 0.784
H 3.298 -1.055 0.238
H 2.845 0.372 1.176
H 3.394 0.560 -0.503
H -1.452 0.907 -1.262
H -1.848 -1.357 0.754
H -3.152 -0.468 -0.068
H -2.033 -1.491 -1.013
H -0.750 1.919 0.770
*
```

---

[4]
Below is a single C5H8O molecule at a distorted geometry, with properties calculated with ωB97M-V/def2-TZVPD.

HOMO-LUMO gap (spin up / spin down) in eV: 8.01 / 7.91
Maximum force in hartree/bohr: 0.034
LUMO level (spin up / spin down) in eV: 1.118 / 1.115

Geometry as ORCA input:
```
! RIJCOSX wB97M-V def2-TZVPD def2/J DEFGRID3
* xyz 0 1
C 0.774 1.262 0.403
C 0.642 -0.395 -1.201
O 0.573 -1.565 -0.623
C -0.488 -1.722 0.148
C -1.163 -0.406 0.390
C -0.260 0.535 -0.473
H 1.487 0.557 0.865
H 0.237 1.764 1.204
H 1.374 1.963 -0.191
H 1.552 -0.089 -1.694
H -0.561 -2.652 0.681
H -2.242 -0.404 0.157
H -1.095 -0.076 1.444
H -0.830 1.228 -1.109
*
```

---

[5]
Below is a single C5H8O molecule, with properties calculated with ωB97M-V/def2-TZVPD.

HOMO-LUMO gap (spin up / spin down) in eV: 8.05 / 7.88
Maximum force in hartree/bohr: 0.016
LUMO level (spin up / spin down) in eV: -0.446 / -0.565

Geometry as ORCA input:
```
! RIJCOSX wB97M-V def2-TZVPD def2/J DEFGRID3
* xyz 0 1
O 0.886 -1.908 -0.368
C -0.268 -1.733 0.039
C -0.965 -0.504 -0.191
C -0.234 0.481 -1.068
C 0.894 0.779 -0.066
C 0.162 0.905 1.186
H -0.746 -2.491 0.681
H -2.040 -0.448 -0.009
H 0.165 0.033 -1.983
H -0.842 1.354 -1.321
H 1.373 -0.231 -0.023
H 1.724 1.471 -0.251
H 0.748 1.049 2.109
H -0.856 1.245 1.266
*
```

---

[6]
Below is C5H8O as an isolated structure, with properties calculated with ωB97M-V/def2-TZVPD.

HOMO-LUMO gap in eV: 8.66
Maximum force in hartree/bohr: 0.008
LUMO level in eV: 1.025

Geometry as ORCA input:
```
! RIJCOSX wB97M-V def2-TZVPD def2/J DEFGRID3
* xyz 0 1
C 0.764 -1.183 -0.386
C -1.392 -0.299 -0.417
C -1.020 0.766 0.452
O -0.412 0.438 1.685
C 0.540 0.957 0.776
C 1.360 0.096 -0.017
H 1.280 -1.760 -1.153
H 0.248 -1.782 0.354
H -1.896 -0.016 -1.340
H -1.740 -1.228 0.020
H -1.510 1.740 0.409
H 0.897 1.956 1.022
H 0.555 -0.095 -1.012
H 2.326 0.409 -0.394
*
```

---

[7]
Below is a single C5H8O molecule, with properties calculated with ωB97M-V/def2-TZVPD.

HOMO-LUMO gap in eV: 9.48
Maximum force in hartree/bohr: 0.007
LUMO level in eV: 0.815
SMILES string: CC(C)=C=CO

Geometry as ORCA input:
```
! RIJCOSX wB97M-V def2-TZVPD def2/J DEFGRID3
* xyz 0 1
C -0.866 1.136 -0.918
C 0.132 0.099 -0.467
C 0.238 -1.184 -1.254
C 0.805 0.263 0.649
C 1.033 0.233 1.936
O 0.086 -0.277 2.795
H -0.891 1.976 -0.218
H -0.652 1.513 -1.923
H -1.863 0.674 -0.947
H 0.938 -1.874 -0.772
H 0.559 -1.012 -2.287
H -0.751 -1.663 -1.293
H 1.918 0.573 2.460
H -0.686 -0.457 2.240
*
```

---

[8]
Below is a single C5H8O molecule, with properties calculated with ωB97M-V/def2-TZVPD.

HOMO-LUMO gap in eV: 9.30
Maximum force in hartree/bohr: 0.009
LUMO level in eV: 0.796

Geometry as ORCA input:
```
! RIJCOSX wB97M-V def2-TZVPD def2/J DEFGRID3
* xyz 0 1
C -1.061 -0.617 -0.593
C 0.200 0.104 -0.951
C -1.005 0.883 -0.517
C 0.336 -0.820 1.938
O 0.920 0.186 1.359
C 1.375 0.022 -0.001
H -1.669 -1.029 -1.390
H -1.021 -1.204 0.324
H 0.501 0.139 -1.995
H -1.575 1.418 -1.269
H -0.946 1.352 0.461
H -0.033 -0.360 2.883
H 1.910 -0.925 -0.084
H 2.069 0.851 -0.165
*
```

---

[9]
Below is a single C5H8O molecule, with properties calculated with ωB97M-V/def2-TZVPD.

HOMO-LUMO gap (spin up / spin down) in eV: 8.16 / 7.76
Maximum force in hartree/bohr: 0.017
LUMO level (spin up / spin down) in eV: 0.858 / 0.853

Geometry as ORCA input:
```
! RIJCOSX wB97M-V def2-TZVPD def2/J DEFGRID3
* xyz 0 1
C 1.988 1.409 0.253
C -0.310 -0.183 0.312
C -0.379 -1.437 -0.538
C -1.555 -1.024 0.298
C -0.271 1.154 -0.263
O 0.815 1.853 -0.156
H 0.339 -0.213 1.198
H 2.171 0.348 0.143
H 2.760 2.168 0.231
H -0.437 -1.269 -1.610
H 0.213 -2.297 -0.239
H -1.778 -1.601 1.194
H -2.440 -0.624 -0.192
H -1.117 1.715 -0.632
*
```

---

[10]
Below is a 2-piece molecular cluster, C5H8O overall, with properties calculated with ωB97M-V/def2-TZVPD.

HOMO-LUMO gap in eV: 8.72
Maximum force in hartree/bohr: 0.011
LUMO level in eV: -0.361

Geometry as ORCA input:
```
! RIJCOSX wB97M-V def2-TZVPD def2/J DEFGRID3
* xyz 0 1
C -2.298 -0.793 -0.436
C 0.059 0.018 0.025
C 0.634 0.658 1.268
C 1.172 -0.648 0.800
C 0.395 0.627 -1.281
O -0.324 0.680 -2.250
H -0.950 -0.461 0.210
H -2.558 0.210 -0.833
H -1.934 -1.310 -1.348
H 1.241 1.550 1.135
H -0.008 0.673 2.143
H 0.909 -1.547 1.349
H 2.157 -0.671 0.340
H 1.422 1.059 -1.308
*
```

---

[11]
Below is a single C5H8O molecule at a distorted geometry, with properties calculated with ωB97M-V/def2-TZVPD.

HOMO-LUMO gap in eV: 10.77
Maximum force in hartree/bohr: 0.044
LUMO level in eV: 1.088
SMILES string: C1CC2(C1)CO2

Geometry as ORCA input:
```
! RIJCOSX wB97M-V def2-TZVPD def2/J DEFGRID3
* xyz 0 1
C 0.526 0.371 1.275
C -0.662 -0.569 0.991
C -0.366 -0.344 -0.466
C 1.121 0.096 -0.108
C -0.875 0.307 -1.655
O -0.709 -1.122 -1.576
H 1.155 0.158 2.131
H 0.167 1.407 1.311
H -0.399 -1.608 1.221
H -1.637 -0.325 1.416
H 1.793 -0.760 -0.185
H 1.690 0.960 -0.524
H -1.876 0.638 -1.939
H 0.073 0.791 -1.892
*
```

---

[12]
Below is a single C5H8O molecule, with properties calculated with ωB97M-V/def2-TZVPD.

HOMO-LUMO gap in eV: 10.81
Maximum force in hartree/bohr: 0.009
LUMO level in eV: 1.056
SMILES string: C[C@H]1C[C@H]1C=O

Geometry as ORCA input:
```
! RIJCOSX wB97M-V def2-TZVPD def2/J DEFGRID3
* xyz 0 1
C -1.278 -0.974 -0.416
C -0.589 0.371 -0.517
C -0.177 1.242 0.626
C 0.886 0.550 -0.198
C 1.638 -0.549 0.452
O 2.734 -0.921 0.102
H -0.935 -1.581 0.429
H -2.366 -0.862 -0.335
H -1.059 -1.532 -1.335
H -0.893 0.928 -1.401
H -0.315 0.891 1.648
H -0.257 2.320 0.513
H 1.476 1.134 -0.897
H 1.134 -1.018 1.329
*
```

---

[13]
Below is a single C5H8O molecule, with properties calculated with ωB97M-V/def2-TZVPD.

HOMO-LUMO gap in eV: 10.59
Maximum force in hartree/bohr: 0.011
LUMO level in eV: 0.942
SMILES string: C=C[C@H](C)C=O

Geometry as ORCA input:
```
! RIJCOSX wB97M-V def2-TZVPD def2/J DEFGRID3
* xyz 0 1
C 1.129 1.570 -0.421
C 0.864 0.325 -0.800
C -0.276 -0.524 -0.295
C -1.383 0.223 0.447
C 0.309 -1.649 0.553
O 1.434 -2.070 0.439
H 0.494 2.121 0.268
H 2.019 2.081 -0.776
H 1.549 -0.187 -1.472
H -0.739 -1.040 -1.153
H -0.987 0.809 1.283
H -1.907 0.906 -0.228
H -2.122 -0.478 0.852
H -0.384 -2.087 1.305
*
```

---

[14]
Below is a single C5H8O molecule, with properties calculated with ωB97M-V/def2-TZVPD.

HOMO-LUMO gap in eV: 8.96
Maximum force in hartree/bohr: 0.009
LUMO level in eV: 0.366

Geometry as ORCA input:
```
! RIJCOSX wB97M-V def2-TZVPD def2/J DEFGRID3
* xyz 0 1
C 1.593 -0.217 0.760
C 0.990 -0.025 -0.496
O -0.357 -1.564 -0.248
C -1.202 -0.488 -0.542
C -1.291 0.643 0.443
C -0.301 0.715 -0.703
H 0.629 -1.120 0.705
H 1.345 0.480 1.560
H 2.589 -0.657 0.798
H 1.468 -0.406 -1.399
H -2.029 -0.684 -1.228
H -2.138 1.320 0.342
H -0.950 0.506 1.468
H -0.346 1.497 -1.460
*
```

---

[15]
Below is a single C5H8O molecule at a distorted geometry, with properties calculated with ωB97M-V/def2-TZVPD.

HOMO-LUMO gap in eV: 10.93
Maximum force in hartree/bohr: 0.076
LUMO level in eV: 1.009
SMILES string: C#CCCOC

Geometry as ORCA input:
```
! RIJCOSX wB97M-V def2-TZVPD def2/J DEFGRID3
* xyz 0 1
C -3.250 -0.296 -0.036
C -2.070 0.012 0.040
C -0.709 0.530 0.087
C 0.461 -0.319 -0.007
O 1.533 0.439 -0.162
C 2.703 -0.273 0.056
H -4.290 -0.533 -0.075
H -0.478 1.159 0.930
H -0.542 1.152 -0.807
H 0.469 -1.098 -0.817
H 0.624 -0.744 0.920
H 3.497 0.482 0.071
H 2.732 -0.879 1.000
H 2.913 -0.981 -0.763
*
```

---

[16]
Below is a single C5H8O molecule, with properties calculated with ωB97M-V/def2-TZVPD.

HOMO-LUMO gap in eV: 10.76
Maximum force in hartree/bohr: 0.006
LUMO level in eV: 1.028
SMILES string: O[C@H]1C[C@H]2C[C@H]21

Geometry as ORCA input:
```
! RIJCOSX wB97M-V def2-TZVPD def2/J DEFGRID3
* xyz 0 1
O -1.127 1.855 -0.095
C -0.786 0.622 0.497
C -1.064 -0.657 -0.333
C 0.349 -1.130 0.014
C 1.330 -0.211 -0.628
C 0.672 0.216 0.655
H -0.349 2.422 -0.062
H -1.280 0.533 1.474
H -1.218 -0.462 -1.399
H -1.885 -1.268 0.047
H 0.616 -2.113 0.386
H 1.093 0.252 -1.586
H 2.376 -0.484 -0.508
H 1.273 0.425 1.536
*
```

---

[17]
Below is a single C5H8O molecule at a distorted geometry, with properties calculated with ωB97M-V/def2-TZVPD.

HOMO-LUMO gap in eV: 9.98
Maximum force in hartree/bohr: 0.086
LUMO level in eV: 0.936
SMILES string: C=CC1(O)CC1

Geometry as ORCA input:
```
! RIJCOSX wB97M-V def2-TZVPD def2/J DEFGRID3
* xyz 0 1
C 2.163 -0.052 0.111
C 0.951 -0.620 0.095
C -0.213 0.268 0.098
O 0.170 1.695 0.160
C -1.385 -0.264 -0.713
C -1.465 -0.214 0.786
H 3.129 -0.766 -0.098
H 2.480 1.016 -0.007
H 0.754 -1.635 0.148
H -0.074 2.238 -0.592
H -1.144 -1.247 -1.191
H -1.786 0.329 -1.434
H -2.193 0.415 1.356
H -1.388 -1.163 1.282
*
```

---

[18]
Below is a single C5H8O molecule at a distorted geometry, with properties calculated with ωB97M-V/def2-TZVPD.

HOMO-LUMO gap in eV: 10.35
Maximum force in hartree/bohr: 0.028
LUMO level in eV: 0.948
SMILES string: C[C@H]1CCC1=O

Geometry as ORCA input:
```
! RIJCOSX wB97M-V def2-TZVPD def2/J DEFGRID3
* xyz 0 1
C 1.868 -0.489 0.064
C 0.524 0.290 0.077
C -0.623 -0.349 -0.706
C -1.697 0.475 -0.031
C -0.738 0.528 1.208
O -0.924 0.494 2.391
H 2.584 -0.138 0.812
H 1.731 -1.568 0.202
H 2.390 -0.389 -0.910
H 0.729 1.304 -0.304
H -0.717 -0.235 -1.779
H -0.686 -1.404 -0.409
H -1.742 1.451 -0.537
H -2.699 0.028 -0.077
*
```

---

[19]
Below is a single C5H8O molecule, with properties calculated with ωB97M-V/def2-TZVPD.

HOMO-LUMO gap in eV: 10.61
Maximum force in hartree/bohr: 0.011
LUMO level in eV: 1.028
SMILES string: C=C[C@H](C)C=O

Geometry as ORCA input:
```
! RIJCOSX wB97M-V def2-TZVPD def2/J DEFGRID3
* xyz 0 1
C -1.160 0.826 -1.252
C -0.098 1.106 -0.505
C 0.617 0.082 0.355
C 0.798 -1.294 -0.287
C -0.204 0.064 1.645
O -0.496 1.068 2.248
H -1.516 -0.192 -1.391
H -1.744 1.613 -1.718
H 0.200 2.140 -0.350
H 1.605 0.468 0.639
H -0.125 -1.668 -0.743
H 1.553 -1.242 -1.078
H 1.130 -2.041 0.443
H -0.561 -0.929 1.994
*
```

---

[20]
Below is a single C5H8O molecule at a distorted geometry, with properties calculated with ωB97M-V/def2-TZVPD.

HOMO-LUMO gap in eV: 10.63
Maximum force in hartree/bohr: 0.023
LUMO level in eV: 0.967
SMILES string: O=CC1CCC1

Geometry as ORCA input:
```
! RIJCOSX wB97M-V def2-TZVPD def2/J DEFGRID3
* xyz 0 1
O -1.985 1.906 -0.176
C -1.653 0.897 0.400
C -0.237 0.452 0.515
C 0.711 0.623 -0.692
C 1.083 -0.870 -0.611
C 0.064 -1.072 0.530
H -2.428 0.367 0.986
H 0.024 1.164 1.332
H 0.193 0.919 -1.605
H 1.547 1.305 -0.518
H 0.886 -1.445 -1.519
H 2.114 -1.058 -0.300
H -0.789 -1.687 0.212
H 0.471 -1.501 1.446
*
```